(1)
Computed, not measured: a cluster of 2 separate species, C4H13N in total in a non-equilibrium geometry, with wB97M-V/def2-TZVPD.

Results
**SMILES**: CCC.CN
**HOMO level**: -9.5131 eV
**ΔE to the lowest compared entry with this formula, charge and spin**: 1.4897 eV
**Gap between HOMO and LUMO**: 10.49 eV

```
! RIJCOSX wB97M-V def2-TZVPD def2/J DEFGRID3
* xyz 0 1
C -0.92324 0.67857 -1.75958
C 0.32397 1.53966 -1.38434
C -0.07916 2.73087 -0.53714
H -0.61475 -0.28483 -1.41736
H -1.21535 0.69501 -2.74181
H -1.91852 0.97102 -1.50328
H 0.99788 1.83642 -2.29596
H 0.96604 0.85296 -0.91912
H 0.47374 3.67244 -0.76106
H -1.10746 2.77298 -0.54643
H 0.20532 2.53063 0.50738
C 0.20108 -2.61115 2.43547
N 0.47781 -2.21474 1.00198
H 0.70428 -3.47160 2.83144
H -0.81905 -2.87902 2.50715
H 0.44756 -1.94082 3.21992
H -0.02623 -1.43554 0.70901
H 1.42595 -1.84415 0.86983
*
```

***

(2)
Computed, not measured: a cluster of 2 separate species, C4H13N in total in a non-equilibrium geometry, with wB97M-V/def2-TZVPD.

Results
**Expectation value of S²**: 0.754
**HOMO level (spin up / spin down)**: -12.6822 / -12.6822 eV
**ΔE to the lowest compared entry with this formula, charge and spin**: 2.0660 eV
**Gap between HOMO and LUMO (spin up / spin down)**: 8.43 / 2.53 eV

```
! RIJCOSX wB97M-V def2-TZVPD def2/J DEFGRID3
* xyz 1 2
C -4.66479 -0.35170 -2.25059
N -4.51001 -1.80704 -2.23452
H -4.86298 0.10205 -1.22550
H -3.77233 0.17490 -2.65443
H -5.61294 -0.17845 -2.86414
H -4.13000 -2.02198 -1.27770
H -3.70357 -2.02051 -2.86482
C 3.80515 0.77942 2.24885
C 2.65364 1.14457 1.26349
C 2.17576 -0.14338 0.55805
H 4.69695 0.37585 1.74433
H 4.06541 1.62796 2.94313
H 3.25995 0.06590 2.66446
H 1.86303 1.58746 1.96774
H 2.77337 2.08091 0.55525
H 1.54191 0.02617 -0.30999
H 1.44240 -0.52402 1.28380
H 2.97905 -0.91809 0.45259
*
```

***

(3)
Computed, not measured: a cluster of 2 separate species, C4H13N2 in total in a non-equilibrium geometry, with wB97M-V/def2-TZVPD.

Results
**HOMO level**: -14.9650 eV
**ΔE to the lowest compared entry with this formula, charge and spin**: 7.5924 eV
**Gap between HOMO and LUMO**: 5.61 eV

```
! RIJCOSX wB97M-V def2-TZVPD def2/J DEFGRID3
* xyz 1 1
C 2.83081 0.08658 -0.00112
N 2.43314 -1.13523 0.73701
C 1.63465 1.10212 0.21612
N 0.33843 0.38708 0.01489
C -2.92216 0.55006 -0.45509
C -2.66551 -0.79868 0.21615
H 2.87380 0.13921 -1.07536
H 3.87203 0.33274 0.32752
H 1.42727 -1.08357 0.64671
H 2.91231 -1.99595 0.43503
H 1.67008 1.94363 -0.48831
H 1.64332 1.45410 1.33032
H -3.78707 0.46323 -1.04534
H 0.26016 -0.10854 -0.91995
H -2.03263 0.78099 -1.18749
H -2.89125 1.40347 0.20808
H -2.76228 -1.63561 -0.48042
H -3.28175 -1.02081 1.04554
H -1.55335 -0.86484 0.47573
*
```

***

(4)
Computed, not measured: a cluster of 3 separate species, C4H13N2 in total in a non-equilibrium geometry, with wB97M-V/def2-TZVPD.

Results
**HOMO level**: -13.4307 eV
**ΔE to the lowest compared entry with this formula, charge and spin**: 8.6467 eV
**Gap between HOMO and LUMO**: 4.60 eV

```
! RIJCOSX wB97M-V def2-TZVPD def2/J DEFGRID3
* xyz 1 1
C 2.38706 2.07663 -1.19294
N -0.49779 -2.08019 0.89822
C -1.81878 -2.45883 1.43564
C 2.36090 0.73699 -1.47441
N -0.55973 0.24913 0.00190
C -0.85694 1.66575 0.30902
H 1.41101 2.62713 -1.30658
H 3.36491 2.57255 -1.12095
H -0.07400 -2.83586 0.38652
H -1.72942 -3.13888 2.30274
H -2.43398 -1.58472 1.77030
H -2.39403 -3.04284 0.60032
H 1.46991 0.10213 -1.46654
H 3.33643 0.23964 -1.81636
H -0.55029 -1.17451 0.36359
H -0.77775 0.16000 -0.97260
H -1.04894 1.65753 1.39280
H 0.14348 2.17948 0.19281
H -1.73204 2.04888 -0.30350
*
```

***

(5)
Computed, not measured: the ion C4H13N2 with charge +1 in a non-equilibrium geometry, with wB97M-V/def2-TZVPD.

Results
**SMILES**: CNCC[NH2+]C
**HOMO level**: -13.5224 eV
**ΔE to the lowest compared entry with this formula, charge and spin**: 3.4104 eV
**Gap between HOMO and LUMO**: 10.33 eV

```
! RIJCOSX wB97M-V def2-TZVPD def2/J DEFGRID3
* xyz 1 1
C -0.53207 -2.62690 -0.76607
N -0.23561 -1.55936 0.09742
C -1.21565 -0.29330 0.12586
C -0.63223 1.15718 0.25508
N 0.87850 0.96268 0.09731
C 1.76178 2.27020 0.37419
H -0.39707 -2.35372 -1.84502
H -1.58862 -3.16759 -0.62946
H 0.25464 -3.29582 -0.51766
H -0.34154 -1.76358 1.09182
H -1.96132 -0.37846 0.86184
H -1.74460 -0.64546 -0.74239
H -0.81778 1.53368 1.21138
H -1.11411 1.73450 -0.57836
H 0.85621 0.01690 0.61620
H 1.03466 0.82314 -0.86971
H 1.31555 3.25101 -0.00336
H 2.69299 1.97188 -0.23906
H 1.78627 2.36301 1.45999
*
```

***

(6)
Computed, not measured: a cluster of 2 separate species, C4H13N2 in total, with wB97M-V/def2-TZVPD.

Results
**HOMO level**: -12.4181 eV
**ΔE to the lowest compared entry with this formula, charge and spin**: 2.1025 eV
**Gap between HOMO and LUMO**: 6.72 eV

```
! RIJCOSX wB97M-V def2-TZVPD def2/J DEFGRID3
* xyz 1 1
C -2.77678 -1.80390 0.39538
N -1.57646 -1.47616 0.64425
H -3.08072 -2.83064 0.54572
H -3.46257 -1.05499 0.01514
H -1.21189 -0.51762 0.58104
H -0.85812 -2.18643 0.77621
C 1.23809 -0.61368 -0.46800
C 1.09961 0.90850 -0.60712
C -0.25147 1.42274 -0.10709
N 2.15659 1.64042 0.06674
H 0.47303 -1.13530 -1.05471
H 2.20877 -0.93386 -0.83732
H 1.17260 -0.89755 0.58792
H 1.15755 1.17413 -1.66403
H -0.34598 2.48718 -0.29756
H -1.05857 0.93145 -0.66558
H -0.37362 1.25680 0.97034
H 3.05211 1.50351 -0.38262
H 2.23875 1.37731 1.04238
*
```